{"formula": "C2H4N2O4", "method": "ωB97M-V with the def2-TZVPD basis set", "homo_ev": -10.5, "charge": 0, "de_lowest_ev": 4.924, "smiles": "O=C(NO)C(=O)NO", "e_tot_ha": -488.89228, "species": ["O", "O", "O", "O", "N", "N", "C", "C", "H", "H", "H", "H"], "xyz": [[-0.95631, -1.46094, -0.19501], [-2.95960, 0.17958, 0.44719], [0.81720, 1.54776, -0.06963], [2.94350, -0.20199, 0.20906], [-1.65899, 0.62427, -0.43015], [1.58388, -0.63428, 0.01452], [-0.63845, -0.26262, -0.21244], [0.64948, 0.33605, -0.22269], [-1.40873, 1.55435, 0.40526], [-2.71654, -0.78070, -0.04363], [2.89003, 0.72534, -0.08165], [1.45453, -1.62682, 0.17915]]}